No. 1
Density functional theory data (ωB97M-V/def2-TZVPD) for a structure of composition C28H43BrN2NiP2S.

Each line ends with the Mulliken spin population.
Element x y z (Å)
N  7.170  -4.522  -5.841  0.003
C  6.291  -5.450  -5.461  -0.001
C  5.323  -5.190  -4.489  0.003
C  5.208  -3.887  -3.954  -0.003
C  6.158  -2.928  -4.367  0.003
C  7.133  -3.304  -5.305  -0.001
C  4.113  -3.561  -3.056  0.012
Ni  -0.596  -0.907  1.457  1.160
P  -5.443  3.291  -0.354  0.676
C  3.623  -2.307  -2.857  -0.009
C  2.490  -2.025  -1.994  0.019
C  1.837  -0.771  -2.035  -0.022
C  0.821  -0.474  -1.113  0.108
C  0.550  -1.402  -0.112  -0.381
C  1.022  -2.701  -0.163  0.039
C  2.030  -3.009  -1.092  -0.030
Br  -2.549  0.015  0.582  0.073
H  3.634  -4.429  -2.596  -0.001
H  4.062  -1.459  -3.397  -0.001
H  4.634  -5.978  -4.196  0.000
H  6.146  -1.910  -3.985  0.000
H  6.349  -6.431  -5.939  0.000
H  7.894  -2.586  -5.630  0.000
H  2.133  -0.040  -2.790  -0.002
H  2.474  -4.001  -1.093  -0.003
H  0.248  0.451  -1.175  -0.017
H  0.653  -3.463  0.517  -0.017
P  0.618  0.873  1.921  0.056
C  -5.435  1.671  -1.235  0.061
C  -6.353  1.710  -2.460  0.012
H  -5.780  0.925  -0.504  -0.004
H  -4.400  1.415  -1.505  0.039
H  -6.600  0.692  -2.774  0.000
H  -7.289  2.232  -2.230  -0.002
H  -5.875  2.222  -3.302  -0.001
C  -3.876  4.024  -1.001  0.056
C  -3.912  5.549  -0.881  0.012
H  -3.782  3.716  -2.052  -0.007
H  -3.037  3.588  -0.442  0.041
H  -3.174  6.003  -1.550  0.001
H  -4.900  5.939  -1.151  -0.004
H  -3.687  5.871  0.142  0.000
C  -4.896  2.815  1.347  0.062
C  -6.073  2.673  2.310  0.012
H  -4.240  3.635  1.674  -0.008
H  -4.288  1.895  1.290  0.045
H  -5.704  2.646  3.341  0.000
H  -6.747  3.532  2.217  -0.003
H  -6.645  1.759  2.121  0.000
C  0.236  1.338  3.654  -0.006
C  1.399  1.576  4.616  0.003
H  -0.406  0.530  4.029  0.003
H  -0.390  2.237  3.581  -0.003
H  1.945  0.655  4.846  0.000
H  2.123  2.304  4.237  -0.001
H  1.009  1.967  5.564  0.000
C  0.206  2.390  0.957  -0.002
C  1.280  3.017  0.072  0.003
H  -0.142  3.126  1.697  -0.001
H  -0.672  2.106  0.357  0.006
H  2.082  3.472  0.667  0.000
H  1.729  2.301  -0.626  -0.001
H  0.831  3.816  -0.532  0.001
C  2.430  0.655  1.877  0.000
C  2.974  -0.615  2.543  0.006
H  2.871  1.553  2.340  0.004
H  2.709  0.665  0.815  -0.002
H  3.690  -1.107  1.870  -0.001
H  3.514  -0.391  3.472  -0.001
H  2.198  -1.357  2.782  -0.004
S  -0.243  -4.484  3.971  0.001
C  -1.891  -3.906  3.924  -0.002
C  -1.991  -2.812  3.114  0.014
N  -0.762  -2.418  2.549  0.001
C  0.257  -3.251  2.908  0.003
H  -2.715  -4.362  4.459  0.000
H  -2.886  -2.248  2.867  -0.001
H  1.280  -3.163  2.551  0.002

Properties
⟨S²⟩ = 2.26
Multiplicity = 3
Orbital gap (alpha / beta) = 4.9 / 3.2 eV
Maximum force = 0.0849 Eh/bohr
Electronic energy = -6364.8302 Eh
Total charge = +2
Molecular weight = 640.3 g/mol

No. 2
Density functional theory data (ωB97M-V/def2-TZVPD) for the molecule C16H16BrN3O2S.

Each line ends with the Löwdin charge.
Element x y z (Å)
O  -0.963  -1.959  1.868  0.018
C  -0.001  -1.581  2.532  -0.440
C  -0.232  -0.685  3.756  -0.092
C  -1.517  0.151  3.753  -0.106
C  -1.637  1.123  2.588  -0.434
O  -1.320  2.294  2.814  0.041
N  -1.959  0.696  1.310  0.034
N  -1.937  1.501  0.213  0.093
C  -2.244  0.906  -0.899  -0.159
C  -2.395  1.591  -2.183  -0.490
C  -2.505  2.948  -2.387  -0.110
C  -2.666  3.287  -3.764  -0.224
C  -2.852  2.234  -4.583  -1.001
Br  -3.268  2.165  -6.468  0.657
S  -2.593  0.732  -3.721  0.973
N  1.297  -1.873  2.131  0.074
C  1.654  -2.630  0.924  -0.131
C  2.321  -1.753  -0.085  -0.224
C  1.618  -0.699  -0.686  -0.032
C  2.229  0.003  -1.710  -0.066
C  3.563  -0.248  -2.129  -0.091
C  4.280  -1.231  -1.510  -0.085
C  3.625  -1.992  -0.506  -0.042
H  -0.249  -1.341  4.640  0.130
H  0.583  0.011  3.822  0.112
H  -1.526  0.756  4.691  0.136
H  -2.394  -0.479  3.769  0.112
H  -2.064  -0.305  1.205  0.108
H  -2.520  -0.119  -0.825  0.104
H  -2.461  3.692  -1.585  0.125
H  -2.739  4.291  -4.130  0.103
H  2.052  -1.459  2.675  0.148
H  2.274  -3.461  1.249  0.118
H  0.756  -3.072  0.475  0.131
H  0.575  -0.501  -0.462  0.104
H  1.656  0.800  -2.150  0.097
H  4.023  0.382  -2.870  0.097
H  5.344  -1.440  -1.767  0.116
H  4.193  -2.732  0.007  0.094

Properties
ΔE to the lowest compared entry with this formula, charge and spin = 85.1 kJ/mol
Orbital gap = 8.3 eV
Maximum force = 0.0605 Eh/bohr
Electronic energy = -3906.2295 Eh
Total charge = 0
Molecular weight = 394.3 g/mol

No. 3
Density functional theory data (ωB97M-V/def2-TZVPD) for the molecule C4H6N2O2.

Each line ends with the Löwdin charge.
Element x y z (Å)
H  0.140  2.516  -1.914  0.084
N  -0.737  1.990  -1.504  0.120
C  -0.392  1.024  -0.597  -0.312
O  -1.316  0.748  0.511  -0.036
C  -1.245  -0.784  0.403  -0.210
C  -0.100  -1.405  1.011  -0.085
C  0.918  -0.795  0.430  -0.150
N  0.809  0.258  -0.330  -0.198
O  1.880  0.849  -0.605  0.098
H  -2.106  -1.057  0.966  0.098
H  -1.532  -1.099  -0.714  0.178
H  0.092  -2.490  1.553  0.176
H  1.837  -1.216  0.708  0.122
H  1.753  1.461  0.083  0.113

Properties
ΔE to the lowest compared entry with this formula, charge and spin = 691.2 kJ/mol
Orbital gap = 9.3 eV
Maximum force = 0.1493 Eh/bohr
Electronic energy = -415.7774 Eh
Total charge = 0
Molecular weight = 114.1 g/mol

No. 4
Density functional theory data (ωB97M-V/def2-TZVPD) for the molecule C11H22O3.

Each line ends with the Löwdin charge.
Element x y z (Å)
C  -1.861  2.698  0.029  -0.138
C  -2.657  1.488  -0.407  -0.272
C  -2.230  0.186  0.287  -0.203
C  -2.227  -1.249  -0.331  -0.177
C  -0.841  -1.692  -0.984  -0.148
C  0.268  -2.515  -0.196  -0.105
C  1.309  -1.541  0.385  -0.343
C  2.332  -1.027  -0.642  -0.102
C  2.003  0.273  -1.384  -0.100
C  1.974  1.437  -0.471  -0.466
O  0.960  1.858  0.079  0.061
O  3.223  2.028  -0.358  0.084
O  0.636  -0.484  1.069  -0.216
C  1.027  -0.192  2.404  -0.084
H  -2.230  3.722  -0.283  0.085
H  -1.839  2.789  1.104  0.065
H  -0.846  2.718  -0.400  0.046
H  -2.662  1.598  -1.509  0.108
H  -3.701  1.664  -0.263  0.081
H  -1.213  0.300  0.625  0.062
H  -2.882  0.124  1.233  0.131
H  -2.649  -2.055  0.331  0.111
H  -3.012  -1.190  -1.090  0.090
H  -1.157  -2.457  -1.799  0.122
H  -0.417  -0.833  -1.494  0.075
H  -0.176  -3.164  0.515  0.094
H  0.928  -3.156  -0.842  0.118
H  1.932  -1.944  1.165  0.123
H  2.412  -1.693  -1.495  0.117
H  3.240  -0.772  -0.084  0.128
H  2.825  0.331  -2.078  0.120
H  1.004  0.277  -1.851  0.123
H  3.038  2.711  0.329  0.133
H  2.058  -0.501  2.667  0.090
H  1.079  0.918  2.613  0.102
H  0.351  -0.654  3.125  0.085

Properties
ΔE to the lowest compared entry with this formula, charge and spin = 215.4 kJ/mol
Orbital gap = 10.2 eV
Maximum force = 0.0604 Eh/bohr
Electronic energy = -657.9724 Eh
Total charge = 0
Molecular weight = 202.3 g/mol

No. 5
Density functional theory data (ωB97M-V/def2-TZVPD) for the molecule C6H9N3O3.

Each line ends with the Löwdin charge.
Element x y z (Å)
C  0.158  2.111  -2.185  -0.029
O  0.141  1.209  -1.092  -0.022
C  -0.961  0.486  -0.890  -0.430
O  -2.015  0.571  -1.435  0.137
C  -0.758  -0.375  0.487  -0.220
O  0.056  0.273  1.385  -0.184
C  -0.501  1.187  2.271  -0.087
N  -0.023  -1.548  0.160  -0.109
C  1.094  -1.952  0.783  -0.083
C  1.654  -2.819  -0.039  -0.151
N  0.845  -2.985  -1.153  0.024
N  -0.172  -2.168  -0.993  0.046
H  -0.346  3.113  -1.845  0.143
H  -0.586  1.836  -2.836  0.048
H  1.100  2.115  -2.671  0.089
H  -1.845  -0.671  0.919  0.210
H  -0.929  2.089  1.612  0.134
H  0.360  1.565  2.915  0.112
H  -1.306  0.747  2.916  0.098
H  1.426  -1.399  1.738  0.163
H  2.609  -3.383  -0.047  0.109

Properties
ΔE to the lowest compared entry with this formula, charge and spin = 295.0 kJ/mol
Orbital gap = 10.5 eV
Maximum force = 0.0881 Eh/bohr
Electronic energy = -623.9164 Eh
Total charge = 0
Molecular weight = 171.2 g/mol

No. 6
Density functional theory data (ωB97M-V/def2-TZVPD) for the molecule C5H9NO.

Each line ends with the Löwdin charge.
Element x y z (Å)
O  2.880  -1.011  -0.413  0.008
C  1.715  -1.208  -0.722  -0.364
N  0.709  -0.311  -0.637  -0.138
C  0.905  0.796  0.301  -0.138
C  -0.512  0.988  1.031  -0.132
C  -1.513  -0.020  0.294  -0.159
C  -0.745  -0.496  -1.047  -0.089
H  1.251  -2.246  -0.564  0.152
H  1.327  1.698  -0.260  0.129
H  1.716  0.506  1.100  0.142
H  -0.455  0.645  2.087  0.101
H  -1.012  1.914  1.129  0.073
H  -1.832  -0.870  0.909  0.089
H  -2.464  0.494  0.133  0.088
H  -1.080  -1.337  -1.660  0.109
H  -0.891  0.460  -1.681  0.128

Properties
ΔE to the lowest compared entry with this formula, charge and spin = 212.4 kJ/mol
Orbital gap = 10.1 eV
Maximum force = 0.0910 Eh/bohr
Electronic energy = -325.8566 Eh
Total charge = 0
Molecular weight = 99.1 g/mol

No. 7
Density functional theory data (ωB97M-V/def2-TZVPD) for a structure of composition C20H19AsN4O5STa.

Each line ends with the Löwdin charge.
Element x y z (Å)
Ta  -0.369  0.522  0.346  1.817
O  1.973  4.218  4.739  0.203
C  1.531  3.464  3.772  -0.217
C  2.007  3.517  2.440  0.144
C  1.442  2.666  1.535  -0.141
N  0.464  1.805  1.858  -0.018
C  0.024  1.735  3.132  -0.143
C  0.517  2.532  4.118  0.154
C  -1.017  0.662  3.272  -0.455
O  -1.566  0.304  4.249  0.246
O  -1.241  0.112  2.012  -0.278
C  1.822  2.527  0.088  -0.414
O  2.647  3.113  -0.507  0.262
O  1.015  1.530  -0.478  -0.216
H  2.668  4.846  4.484  0.171
H  2.794  4.196  2.136  0.163
H  0.161  2.465  5.138  0.169
N  -2.204  -0.533  -3.350  0.245
C  -0.955  -1.019  -3.751  -0.145
C  -0.533  -1.588  -4.944  0.037
C  0.815  -1.869  -5.038  -0.016
C  1.705  -1.570  -3.994  -0.022
C  1.273  -1.011  -2.807  -0.030
C  -0.090  -0.764  -2.688  -0.210
N  -0.841  -0.183  -1.646  -0.034
C  -2.084  -0.036  -2.129  -0.231
C  -3.017  0.713  -1.314  -0.276
C  -4.318  1.058  -1.453  -0.237
S  -4.819  1.999  -0.116  1.237
C  -3.291  1.877  0.568  -0.380
N  -2.423  1.188  -0.155  -0.122
H  -3.037  -0.510  -3.923  0.202
H  -1.212  -1.784  -5.764  0.137
H  1.201  -2.304  -5.950  0.132
H  2.760  -1.763  -4.138  0.129
H  1.974  -0.724  -2.036  0.095
H  -5.005  0.815  -2.250  0.113
H  -3.050  2.325  1.521  0.110
C  2.449  -2.470  0.058  -0.232
As  0.742  -1.938  0.781  1.066
C  -0.566  -3.232  0.208  -0.232
C  0.914  -2.137  2.694  -0.236
H  2.782  -3.324  0.647  0.062
H  3.173  -1.663  0.151  0.051
H  2.334  -2.763  -0.982  0.033
H  -0.233  -4.221  0.521  0.065
H  -0.649  -3.202  -0.877  0.036
H  -1.526  -3.016  0.675  0.048
H  1.344  -3.119  2.890  0.064
H  -0.067  -2.071  3.158  0.043
H  1.583  -1.377  3.095  0.050

Properties
ΔE to the lowest compared entry with this formula, charge and spin = 0.0 kJ/mol
Orbital gap = 6.4 eV
Maximum force = 0.0027 Eh/bohr
Electronic energy = -4058.9670 Eh
Total charge = +3
Molecular weight = 683.3 g/mol

No. 8
Density functional theory data (ωB97M-V/def2-TZVPD) for the molecule C3H4O2.

Each line ends with the Löwdin charge.
Element x y z (Å)
C  -0.488  -0.360  0.997  -0.008
C  0.620  -0.023  0.042  -0.401
O  1.802  -0.157  0.265  0.099
C  0.211  0.514  -1.333  -0.170
O  -0.931  0.767  -1.625  0.080
H  -0.169  -0.174  2.024  0.091
H  -0.713  -1.427  0.892  0.100
H  -1.396  0.198  0.760  0.079
H  1.065  0.661  -2.022  0.130

Properties
ΔE to the lowest compared entry with this formula, charge and spin = 66.7 kJ/mol
Orbital gap = 9.4 eV
Maximum force = 0.0114 Eh/bohr
Electronic energy = -267.1674 Eh
Total charge = 0
Molecular weight = 72.1 g/mol